A cluster of 9 separate species, C45H110N6O13 in total at a distorted geometry, computed with ωB97M-V/def2-TZVPD.

As for the HOMO-LUMO gap (alpha / beta): 8.03 / 3.73 eV. The value obtained for the HOMO energy (alpha / beta) is -0.372 / -0.372 hartree. Its electronic energy is -3086.381536 Ha. Its total charge is +1. As for the multiplicity: 2.

Atoms and positions in Å:
C -8.5581 -1.1851 6.0887
O -8.4991 0.2724 5.9520
C -8.3448 0.7735 4.6617
C -6.8164 0.6575 4.3414
N -6.4897 1.5240 3.1710
C -5.0992 1.2926 2.7093
C -4.0243 1.7621 3.6996
O -3.7060 0.5811 4.4365
C -2.5181 0.5610 5.0573
H -8.3683 -1.3690 7.1462
H -7.8901 -1.7173 5.4115
H -9.5440 -1.6223 5.9307
H -8.5744 1.8371 4.5970
H -9.0244 0.4100 3.8909
H -6.4742 -0.3769 4.3071
H -6.2261 1.0641 5.1625
H -7.0725 1.2304 2.4000
H -4.9488 1.9120 1.8251
H -4.9783 0.2970 2.2823
H -4.2797 2.4820 4.4772
H -3.1240 2.0541 3.1589
H -2.5712 -0.3847 5.5967
H -2.4749 1.2827 5.8729
H -1.6693 0.6495 4.3792
C 4.7367 1.2516 -1.8729
O 5.2783 2.3412 -2.6120
C 5.4767 3.5155 -1.8675
C 6.3243 4.5009 -2.7339
N 7.7624 4.2107 -2.6033
C 8.1467 2.7898 -2.9580
C 9.5451 2.3438 -2.5154
O 10.5340 2.7794 -3.4307
C 11.7831 2.2312 -2.9703
H 5.2085 0.8681 -0.9682
H 4.7845 0.3688 -2.5105
H 3.7173 1.5654 -1.6484
H 6.0073 3.3036 -0.9392
H 4.4870 3.9417 -1.7030
H 6.1059 5.4781 -2.3034
H 6.0812 4.5024 -3.7965
H 8.2565 4.7653 -3.2877
H 7.8454 2.6091 -3.9899
H 7.5810 2.1106 -2.3203
H 9.5156 1.2542 -2.5119
H 9.6425 2.6462 -1.4728
H 11.8022 1.1793 -3.2553
H 12.0357 2.3324 -1.9148
H 12.5603 2.7726 -3.5097
C -1.7702 -2.4490 2.7001
O -2.3392 -3.3892 1.7866
C -1.8053 -4.6787 1.7389
C -2.3446 -5.3428 0.4085
N -2.8709 -6.7448 0.4888
C -3.7954 -7.1007 1.6157
C -5.2383 -6.5254 1.4663
O -5.7436 -7.2864 0.3234
C -6.7452 -6.6486 -0.4489
H -2.2252 -1.4641 2.5955
H -0.6913 -2.2934 2.7028
H -1.8273 -2.9455 3.6688
H -2.2370 -5.3017 2.5223
H -0.7309 -4.8165 1.6173
H -1.5082 -5.4037 -0.2878
H -3.1064 -4.7163 -0.0555
H -3.5090 -6.8734 -0.2835
H -3.3901 -6.9836 2.6207
H -3.9582 -8.1691 1.4739
H -5.2016 -5.4371 1.4178
H -5.6651 -6.6035 2.4662
H -7.6778 -7.1753 -0.2466
H -6.3825 -6.7936 -1.4664
H -6.7779 -5.5697 -0.2968
C -0.7130 7.0035 1.0781
O 0.6482 7.4810 1.0464
C 1.6705 6.5534 0.8987
C 1.5742 5.3128 1.8524
N 0.7731 4.2078 1.4381
C 0.3632 3.1522 2.4488
C -0.3971 3.7599 3.6950
O -1.6914 4.1122 3.2567
C -2.3399 4.9166 4.1891
H -0.8456 6.4454 0.1513
H -1.4419 7.7927 1.2624
H -0.8701 6.2908 1.8877
H 2.6312 7.0612 0.9839
H 1.6725 6.1247 -0.1035
H 1.3543 5.7017 2.8467
H 2.5345 4.8028 1.9281
H -0.1252 4.4783 1.0640
H 1.2524 2.6177 2.7829
H -0.3914 2.4822 2.0365
H 0.2221 4.6063 3.9924
H -0.4119 3.0689 4.5378
H -1.9888 4.5436 5.1513
H -3.3897 4.6242 4.1651
H -2.1240 5.9846 4.1631
C 1.7999 -5.2268 -1.2715
C 2.9231 -5.0632 -2.2977
C 2.7284 -6.0403 -3.5279
C 3.4802 -5.6865 -4.7753
C 2.9715 -4.2881 -5.1866
C 3.2647 -3.0868 -4.1299
N 2.8157 -3.5766 -2.7673
O 2.9780 -2.6637 -1.8216
C 4.7011 -2.6346 -4.1178
C 2.2510 -1.9959 -4.6002
C 4.2474 -5.3373 -1.5935
H 1.8534 -6.2176 -0.8202
H 0.7924 -5.0183 -1.6314
H 1.9009 -4.4855 -0.4788
H 3.1487 -7.0257 -3.3271
H 1.6741 -6.1578 -3.7785
H 3.1742 -6.3325 -5.5982
H 4.5432 -5.4649 -4.6806
H 1.9170 -4.3201 -5.4606
H 3.4391 -3.9753 -6.1202
H 4.8051 -1.5696 -3.9102
H 5.1421 -3.1900 -3.2901
H 5.2739 -2.7517 -5.0378
H 2.1511 -1.0397 -4.0865
H 2.4353 -1.7356 -5.6425
H 1.2310 -2.3197 -4.3934
H 4.1288 -6.1200 -0.8442
H 4.4741 -4.3801 -1.1239
H 5.0348 -5.6215 -2.2916
H 2.0534 -2.4276 -1.7169
C -1.4845 2.0501 -2.6635
C -1.4561 2.3268 -1.1474
C -2.7900 1.7452 -0.5064
C -2.7654 0.1948 -0.4723
C -1.4941 -0.2519 0.3171
C -0.1271 0.3215 -0.1525
N -0.3169 1.7901 -0.4152
O 0.8425 2.4762 -0.6637
C 0.8727 0.0063 0.9818
C 0.3356 -0.5495 -1.3464
C -1.6717 3.8922 -0.9524
H -1.7307 1.0315 -2.9632
H -0.4391 2.1478 -2.9561
H -1.9205 2.6946 -3.4268
H -2.8727 2.2194 0.4716
H -3.6364 1.9947 -1.1462
H -2.8294 -0.1591 -1.5013
H -3.6879 -0.1952 -0.0421
H -1.4586 -1.3382 0.3992
H -1.6581 0.0150 1.3611
H 1.0615 -1.0662 0.9341
H 1.8326 0.4795 0.7750
H 0.5408 0.3302 1.9682
H 0.5909 -1.5873 -1.1325
H -0.3381 -0.4719 -2.1998
H 1.2210 -0.0227 -1.7023
H -0.7591 4.3588 -1.3233
H -1.8764 4.3237 0.0274
H -2.4680 4.3335 -1.5519
H 1.0294 2.8273 0.2100
C -1.2851 6.5689 -3.8989
O -2.0549 7.7246 -3.6764
H -0.9352 6.1348 -2.9623
H -1.7120 5.8501 -4.5983
H -0.3364 6.8370 -4.3638
H -1.6081 8.1924 -2.9671
C -5.8169 -2.2941 0.7288
O -6.6934 -1.8204 -0.2604
H -6.2285 -3.2627 1.0126
H -4.7726 -2.2871 0.4166
H -5.8289 -1.6513 1.6090
H -6.3465 -1.7982 -1.1552
C 4.3622 -1.5517 1.2422
O 3.3875 -2.4341 1.8246
H 4.1784 -1.1411 0.2493
H 4.4067 -0.6458 1.8467
H 5.3435 -2.0263 1.2383
H 3.6932 -2.6211 2.7152